Version 1
Molecular formula: C24H38N2O4PSbSe4Ta
Method: DFT, the ωB97M-V functional and the def2-TZVPD basis

Structure (XYZ):
```
75
Properties=species:S:1:pos:R:3
Ta -0.27277 -3.80590 0.09236
Se -0.13880 -5.97278 1.27165
Sb 2.15433 -4.69219 0.79175
Se -0.44471 -1.55192 1.31045
Se 1.28047 -4.37218 -1.72656
Se 4.25070 -5.64368 1.20923
C -5.41604 0.44112 -2.45905
C -4.95312 -0.76471 -1.72463
N -3.73232 -1.24356 -1.71756
C -3.77884 -2.34217 -0.89916
C -5.05170 -2.53287 -0.40118
N -5.77464 -1.52383 -0.94784
C -5.76943 -3.48652 0.49444
O -5.05940 -4.40075 1.13982
O -6.96083 -3.39109 0.60689
C -2.61504 -3.17869 -0.70601
O -1.61946 -3.13813 -1.49646
O -2.47306 -3.95521 0.31568
H -4.59394 0.82683 -3.05479
H -5.74931 1.21739 -1.76947
H -6.24612 0.19821 -3.12295
H -6.76859 -1.42449 -0.79097
H -4.10042 -4.29829 0.99502
C -0.18903 3.56334 3.65852
C -1.14525 2.36438 3.70676
C -1.02813 1.46679 2.46139
C 0.42155 1.48072 1.95811
C 0.74903 2.89763 1.41293
C 0.02344 3.99363 2.21512
P 0.85917 0.18840 0.72929
C 2.62686 -0.22067 0.98111
C 3.19483 -1.20617 -0.07233
C 4.53225 -0.75178 -0.65319
C 5.53788 -0.44047 0.45171
C 4.95221 0.49982 1.52839
C 3.54680 0.99902 1.18366
C 0.39814 0.74347 -0.96233
C -0.22638 -0.32496 -1.86449
C -0.85005 0.33493 -3.10901
C -0.16144 1.65065 -3.48879
C 1.32845 1.55104 -3.19434
C 1.58128 1.43062 -1.68032
H 0.77473 3.30466 4.10728
H -0.58751 4.38597 4.25134
H -2.17568 2.71352 3.78674
H -0.95054 1.76630 4.59871
H -1.68132 1.82218 1.65887
H -1.35816 0.46322 2.71229
H 1.08176 1.24803 2.80210
H 0.45017 2.97865 0.36716
H 1.82292 3.07045 1.44381
H -0.94640 4.20742 1.75879
H 0.60166 4.91568 2.15666
H 2.58174 -0.71395 1.95944
H 2.48045 -1.38593 -0.88158
H 3.35682 -2.16161 0.42760
H 4.38880 0.12112 -1.29511
H 4.92091 -1.54070 -1.29846
H 6.43353 -0.00350 0.01065
H 5.85256 -1.37822 0.91401
H 5.60221 1.36119 1.68121
H 4.90062 -0.01532 2.49083
H 3.57275 1.63456 0.29811
H 3.18211 1.61086 2.00685
H -0.38913 1.47687 -0.74760
H -1.00557 -0.86489 -1.33615
H 0.53567 -1.05453 -2.14876
H -1.91498 0.49579 -2.93283
H -0.77742 -0.36769 -3.94077
H -0.58831 2.48709 -2.92605
H -0.33504 1.87312 -4.54129
H 1.87087 2.41546 -3.57726
H 1.73483 0.67553 -3.70803
H 1.75466 2.41882 -1.25005
H 2.49173 0.85493 -1.52131
```

Computed properties:
LUMO level (Eh): -0.15697
HOMO (Ha): -0.392
Gap between HOMO and LUMO (eV): 6.40
Charge: +1

---

Version 2
Molecular formula: C24H38N2O4PSbSe4Ta
Method: DFT, the ωB97M-V functional and the def2-TZVPD basis

Structure (XYZ):
```
75
Properties=species:S:1:pos:R:3
Ta -0.85140 3.24913 -1.52121
Se -0.88876 5.67630 -1.39692
Sb -2.64979 4.39370 0.14921
Se 0.63622 1.98520 0.17724
Se -3.17872 2.83809 -2.00667
Se -4.48022 5.51545 1.01782
C 2.74039 -1.05809 -6.17869
C 2.56175 0.14117 -5.32029
N 1.47000 0.48243 -4.68703
C 1.76861 1.65811 -4.04273
C 3.08507 2.02112 -4.27542
N 3.55546 1.05088 -5.09171
C 4.05181 3.09920 -3.89095
O 3.63962 4.06768 -3.09121
O 5.16511 3.05309 -4.33821
C 0.77393 2.33296 -3.25565
O -0.40971 1.88534 -3.09967
O 1.01473 3.43034 -2.62106
H 1.79302 -1.58543 -6.24357
H 3.49310 -1.72913 -5.76358
H 3.05558 -0.77533 -7.18332
H 4.50372 1.05680 -5.44374
H 2.70635 3.95213 -2.82362
C 2.96597 -0.94415 4.24752
C 3.48914 -0.16867 3.03120
C 2.50172 -0.20861 1.85068
C 1.06518 -0.23109 2.39551
C 0.83516 -1.60877 3.06913
C 2.10937 -2.11052 3.77727
P -0.22538 0.19476 1.15390
C -1.77099 0.70109 2.01426
C -3.02651 0.72652 1.09310
C -4.21634 -0.01799 1.69813
C -4.53757 0.52317 3.08900
C -3.28662 0.56049 3.99621
C -2.04934 -0.04472 3.32971
C -0.39856 -1.21969 -0.00210
C -0.63490 -0.83645 -1.46540
C -0.40042 -2.05372 -2.37701
C -0.74772 -3.37567 -1.68151
C -1.89118 -3.16045 -0.70027
C -1.44733 -2.25936 0.46522
H 2.36866 -0.29084 4.89059
H 3.79735 -1.29303 4.85905
H 4.43986 -0.59025 2.70122
H 3.68536 0.87005 3.30297
H 2.65812 -1.11081 1.25178
H 2.69281 0.63840 1.19551
H 0.96918 0.56789 3.14008
H 0.54628 -2.34614 2.32252
H 0.01864 -1.54726 3.78568
H 2.69627 -2.72869 3.09318
H 1.82361 -2.75644 4.60729
H -1.52335 1.73277 2.29152
H -2.81087 0.35969 0.08862
H -3.33818 1.76628 0.96203
H -4.02264 -1.09177 1.75141
H -5.07578 0.10244 1.03771
H -5.31992 -0.08413 3.54363
H -4.95032 1.52901 2.98782
H -3.47272 0.03175 4.93092
H -3.05211 1.59162 4.27269
H -2.19684 -1.11101 3.14763
H -1.20074 0.05286 4.00712
H 0.59962 -1.67165 0.05246
H 0.03075 -0.03358 -1.76646
H -1.65458 -0.45867 -1.58555
H 0.63789 -2.06105 -2.71271
H -1.01080 -1.93174 -3.27291
H 0.12093 -3.76455 -1.13982
H -1.00763 -4.13368 -2.42009
H -2.25245 -4.10782 -0.29970
H -2.73439 -2.70231 -1.22452
H -1.03214 -2.87242 1.26518
H -2.31945 -1.76223 0.87957
```

Computed properties:
LUMO level (Eh): -0.15556
HOMO (Ha): -0.392
Gap between HOMO and LUMO (eV): 6.45
Charge: +1

---

Taking the most stable structure as the zero point, the relative energies in hartree are version 1 0.0126; version 2 0.0000.

---

Version 1
Molecular formula: C2H6OS2
Method: DFT, the ωB97M-V functional and the def2-TZVPD basis

Structure (XYZ):
```
11
Properties=species:S:1:pos:R:3
S -2.48704 1.14379 3.09274
S -4.08794 1.49486 1.95256
H -2.88448 -0.13242 3.25091
H -3.68752 2.73938 1.61229
O 1.45686 -0.54135 0.30100
C 1.26531 -0.87284 -0.83469
C 2.28100 -0.62522 -1.91391
H 0.33503 -1.39283 -1.13958
H 2.69213 0.35117 -1.74312
H 3.15372 -1.24508 -1.67491
H 1.96294 -0.91946 -2.90330
```

Computed properties:
2S+1: 2
LUMO level (alpha / beta) (Eh): -0.20118 / -0.32239
HOMO (alpha / beta) (Ha): -0.451 / -0.451
Gap between HOMO and LUMO (alpha / beta) (eV): 6.79 / 3.49
<S²>: 0.754
Charge: +1

---

Version 2
Molecular formula: C2H6OS2
Method: DFT, the ωB97M-V functional and the def2-TZVPD basis

Structure (XYZ):
```
11
Properties=species:S:1:pos:R:3
O 2.11160 1.04624 -0.73546
C 3.01605 0.41312 -0.27350
H 4.06233 0.65178 -0.49493
H 2.83486 -0.47894 0.34898
C -0.37389 -1.06583 -1.27387
S -0.50717 -0.87379 0.52761
S -1.77904 0.73296 0.53067
H -1.34895 -0.97653 -1.74778
H 0.08609 -2.02956 -1.47882
H 0.29414 -0.27666 -1.62228
H -1.34909 1.30901 1.67065
```

Computed properties:
2S+1: 2
LUMO level (alpha / beta) (Eh): -0.18471 / -0.30140
HOMO (alpha / beta) (Ha): -0.511 / -0.511
Gap between HOMO and LUMO (alpha / beta) (eV): 8.89 / 5.71
<S²>: 0.754
Charge: +1

---

Taking the most stable structure as the zero point, the relative energies in hartree are version 1 0.0114; version 2 0.0000.

---

Version 1
Molecular formula: C5H14N2O2
Method: DFT, the ωB97M-V functional and the def2-TZVPD basis

Structure (XYZ):
```
23
Properties=species:S:1:pos:R:3
C -0.75941 1.06891 -0.82046
C 0.81947 0.87161 0.82971
C -1.89250 0.29002 -0.32621
C 2.03734 1.49199 0.19904
O -0.82180 2.45240 -0.82894
H -1.49920 2.75757 -0.21424
H -0.15121 0.71277 -1.63596
H 0.07426 1.59102 1.15277
H 1.04748 0.39579 1.78185
H -2.27124 -0.40350 -1.08072
H -2.71040 0.90285 0.07946
H -1.60180 -0.40030 0.51988
H 2.59975 2.08832 0.92523
H 2.72260 0.72545 -0.17610
H 1.76954 2.14416 -0.63199
N -0.88413 -2.77335 0.05671
C -0.11234 -1.87960 0.77165
O 0.96215 -1.38062 -1.15200
N 0.84640 -1.13417 0.25503
H 1.87051 -1.11025 -1.33239
H -1.35964 -3.47902 0.59402
H -0.48349 -3.09160 -0.81381
H -0.20233 -1.84046 1.84749
```

Computed properties:
LUMO level (Eh): 0.02901
HOMO (Ha): -0.224
Gap between HOMO and LUMO (eV): 6.88

---

Version 2
Molecular formula: C5H14N2O2
Method: DFT, the ωB97M-V functional and the def2-TZVPD basis

Structure (XYZ):
```
23
Properties=species:S:1:pos:R:3
C 0.42229 -1.71296 -0.99713
C -0.86300 -1.83862 1.03962
C -1.88105 0.35730 -1.00329
N -0.07790 -0.99922 0.15496
C -0.63514 0.30704 -0.11739
O -0.86831 0.98937 1.05346
H -1.26186 -1.23065 1.84802
H 1.07746 -2.51559 -0.65533
H -0.37031 -2.16602 -1.61262
H 0.98947 -1.03693 -1.63723
H -1.69456 -2.34093 0.52233
H -0.21297 -2.60304 1.46827
H -2.14579 1.39496 -1.19027
H -2.71268 -0.11621 -0.48443
H -1.71908 -0.15952 -1.94707
C 1.43391 2.52062 0.91340
N 1.79732 1.87374 -0.14592
O 2.70197 0.84868 0.13603
H 2.87640 0.43028 -0.71839
H 0.22528 0.88697 -0.64033
H 0.94583 3.46359 0.72251
H 1.90311 2.36204 1.88013
H 0.06964 1.28509 1.41068
```

Computed properties:
SMILES: C[C@@H](O)N(C)C.C=NO
LUMO level (Eh): 0.03055
HOMO (Ha): -0.301
Gap between HOMO and LUMO (eV): 9.02

---

Taking the most stable structure as the zero point, the relative energies in hartree are version 1 0.1148; version 2 0.0000.

---

Version 1
Molecular formula: C4H8OS2
Method: DFT, the ωB97M-V functional and the def2-TZVPD basis

Structure (XYZ):
```
15
Properties=species:S:1:pos:R:3
C 0.83131 -0.55673 0.58875
C 0.90011 -1.68847 1.59281
O 1.75557 -2.53995 1.58795
C 0.41014 0.74844 1.23687
S -0.12922 2.07214 0.04974
S 0.10401 1.33133 -1.81372
C -1.50893 0.57809 -2.22200
H 1.83098 -0.45192 0.18334
H 0.25077 -0.89553 -0.28196
H 0.09823 -1.73079 2.35962
H 1.27449 1.17708 1.74029
H -0.43923 0.65431 1.91547
H -1.33088 0.12785 -3.19093
H -2.27838 1.34762 -2.27080
H -1.76899 -0.17347 -1.47545
```

Computed properties:
SMILES: CSSCCC=O
LUMO level (Eh): 0.02393
HOMO (Ha): -0.339
Gap between HOMO and LUMO (eV): 9.87

---

Version 2
Molecular formula: C4H8OS2
Method: DFT, the ωB97M-V functional and the def2-TZVPD basis

Structure (XYZ):
```
15
Properties=species:S:1:pos:R:3
C 0.53983 0.60869 1.16346
C -0.30732 -0.38698 0.29282
C -0.14809 -0.24291 -1.18113
C 0.07518 -1.74274 0.73144
H 0.20782 2.56420 -0.19771
H 0.44141 0.30887 2.21353
H 1.60363 0.49748 0.87787
H -1.38830 -0.19669 0.44657
H -0.63534 -1.10981 -1.73311
H 0.87704 -0.11396 -1.50774
H -1.00673 1.20971 -2.36761
H -0.50963 -2.00791 1.62329
O -0.81568 1.05735 -1.43768
S 0.09398 2.37340 1.12879
S 0.97220 -2.81869 -0.05279
```

Computed properties:
SMILES: OC[C@@H](C=S)CS
LUMO level (Eh): -0.01503
HOMO (Ha): -0.325
Gap between HOMO and LUMO (eV): 8.44

---

Version 3
Molecular formula: C4H8OS2
Method: DFT, the ωB97M-V functional and the def2-TZVPD basis

Structure (XYZ):
```
15
Properties=species:S:1:pos:R:3
C 0.99563 -0.17924 -1.43018
C -0.48314 -0.42808 1.28725
C -1.28262 0.02512 0.34540
C 0.09661 0.55746 2.31062
O 1.22286 -0.89025 -2.35009
S -1.84230 1.86891 0.31994
S -1.80732 -0.97814 -1.12668
H 1.21032 0.93939 -1.38259
H 0.72846 -0.35145 -0.45870
H -0.13004 -1.47615 1.26600
H -0.20240 0.19644 3.30981
H -0.09541 1.52818 1.85461
H 1.15451 0.45285 2.19060
H -1.76407 2.29460 1.56458
H -2.52372 -0.03958 -1.70079
```

Computed properties:
SMILES: CC=C(S)S.C=O
LUMO level (Eh): 0.01451
HOMO (Ha): -0.322
Gap between HOMO and LUMO (eV): 9.17

---

Taking the most stable structure as the zero point, the relative energies in hartree are version 1 0.0000; version 2 0.0338; version 3 0.1038.

---

Version 1
Molecular formula: C3H10N
Method: DFT, the ωB97M-V functional and the def2-TZVPD basis

Structure (XYZ):
```
14
Properties=species:S:1:pos:R:3
C 2.30967 -0.18984 0.09627
C -2.01336 -0.03292 0.12700
C 0.28015 0.14386 -0.75850
N -0.55190 0.09024 0.39218
H 2.52518 -1.24250 0.27101
H 2.79073 0.36046 -0.72273
H 2.04549 0.42186 0.89433
H -2.20231 -0.81375 -0.56670
H -2.64672 -0.16805 1.10454
H -2.47234 0.92797 -0.24996
H 0.12263 -0.69009 -1.41215
H 0.62778 1.05487 -1.25006
H -0.43959 0.79846 1.10104
H -0.37544 -0.66057 0.97374
```

Computed properties:
LUMO level (Eh): -0.14105
HOMO (Ha): -0.523
Gap between HOMO and LUMO (eV): 10.39
Charge: +1

---

Version 2
Molecular formula: C3H10N
Method: DFT, the ωB97M-V functional and the def2-TZVPD basis

Structure (XYZ):
```
14
Properties=species:S:1:pos:R:3
C 2.03787 5.93720 0.07963
H 2.62329 5.92649 0.99819
H 2.21678 6.91430 -0.36459
H 1.03086 5.97279 0.48809
H 2.34691 5.19162 -0.63275
C -0.58290 -3.21090 -0.94402
C -1.67360 -3.68308 1.09756
N -1.70424 -3.02180 0.02662
H -0.50732 -2.44193 -1.71317
H -0.50768 -4.21336 -1.34340
H 0.33271 -2.97969 -0.39184
H -0.81455 -4.31771 1.26940
H -2.51086 -3.79766 1.76749
H -2.28726 -2.27628 -0.33723
```

Computed properties:
LUMO level (Eh): -0.21089
HOMO (Ha): -0.529
Gap between HOMO and LUMO (eV): 8.64
Charge: +1

---

Taking the most stable structure as the zero point, the relative energies in hartree are version 1 0.0575; version 2 0.0000.